# 1
C21H22Cl2N9O3PdSi | the ωB97M-V functional and the def2-TZVPD basis

XYZ file:
```
59
C21H22Cl2N9O3PdSi, DFT the ωB97M-V functional and the def2-TZVPD basis
H -1.505 -3.560 -3.153
C 1.677 -1.802 -2.760
C 5.089 -0.203 -0.241
C 3.691 0.406 1.680
O 0.433 0.089 0.261
C 0.701 1.664 5.180
N -3.394 1.840 2.894
H -4.042 -2.938 -1.388
C 3.503 -1.768 0.609
C 2.731 -1.019 -3.348
H 0.921 3.276 0.712
C 1.921 -3.186 -2.477
O 0.242 -0.118 -2.816
H 5.850 0.092 -0.951
H 2.760 1.040 5.164
H 0.577 1.529 6.247
H -2.768 -3.464 -4.397
Si -2.807 -1.433 -2.958
H -1.312 2.346 4.854
C 2.091 1.565 3.212
H -4.989 -2.662 -2.863
C -3.484 -0.323 -4.343
N 3.591 -0.419 -3.820
O -0.700 1.869 -0.469
N -3.459 1.276 1.630
H -2.647 1.353 3.382
C 0.234 1.320 0.178
H -1.257 -2.552 -4.577
H -4.092 0.499 -3.951
Pd -1.379 -0.279 -1.403
Cl 5.449 2.265 0.758
C 3.121 -0.870 1.591
N -2.789 0.208 1.323
C 1.919 1.396 4.582
N 0.481 -1.326 -2.528
H -4.280 1.682 3.361
H -4.257 1.073 -1.339
C 4.685 0.690 0.729
C 1.050 2.022 2.421
H 3.906 2.209 2.499
H 4.774 -2.155 -1.071
C 1.183 2.243 0.945
C -0.356 2.120 4.395
C -2.005 -2.892 -3.857
C -3.867 0.977 -0.341
N 2.152 -4.295 -2.273
N 3.386 1.357 2.635
C 4.492 -1.448 -0.305
C -0.174 2.297 3.036
C -4.341 -2.183 -2.120
H 3.013 -2.732 0.573
H -4.931 -1.431 -1.591
Cl 1.922 -1.407 2.727
H -4.103 -0.896 -5.042
H -2.654 0.119 -4.900
N -4.150 1.810 0.648
H 2.195 2.049 0.590
H -0.979 2.676 2.413
N -3.021 0.001 0.049
```

Summary:
2S+1	3
LUMO level (alpha / beta)	2.52 / 1.72	eV
relative energy (zero: lowest compared OMol25 entry of this formula, charge and spin)	16.33	kcal per mole
total charge	-1

# 2
C21H22ClOS | the ωB97M-V functional and the def2-TZVPD basis

XYZ file:
```
46
C21H22ClOS, DFT the ωB97M-V functional and the def2-TZVPD basis
C -2.480 -1.370 1.998
C -5.197 -2.186 4.356
H -1.317 -1.438 4.739
C 0.524 -1.328 2.197
H -1.260 1.863 7.551
H 0.851 -0.060 4.588
C 0.427 1.087 2.140
C 1.805 1.128 1.895
H -4.552 -1.678 1.409
H 2.316 2.085 1.794
H 1.029 1.302 5.736
H -4.692 0.755 2.578
H -2.099 -2.381 1.976
C 2.540 -0.055 1.818
C -4.015 -4.395 5.594
H 2.509 -2.211 1.943
C -3.937 -2.044 4.967
H -2.416 -3.021 6.129
H -2.738 0.935 7.208
H -2.663 1.601 3.116
C -2.544 1.020 2.196
C -3.305 -0.655 4.924
H 0.048 -2.317 2.273
C 1.908 -1.298 1.974
H -1.214 0.125 7.651
H -6.692 -3.560 3.697
C -1.904 -0.466 4.367
C -1.652 0.949 7.095
H -0.131 2.009 2.184
C -3.766 -1.008 1.670
H -5.643 -1.298 3.900
C -0.242 -0.169 2.294
C 0.492 0.375 5.513
Cl 4.252 0.002 1.608
C -5.220 -4.548 4.919
S -1.212 0.931 5.335
H -5.651 -5.539 4.778
H -4.296 0.907 0.849
H 0.625 -0.320 6.347
H -3.557 -5.260 6.063
C -3.967 0.467 1.789
C -5.800 -3.434 4.284
C -1.719 -0.248 2.518
C -3.351 -3.144 5.616
O -3.989 0.349 5.215
H -2.113 1.661 1.416
```

Summary:
LUMO level	-3.40	eV
total charge	+1

# 3
C21H22F10N4O6S3Ta | the ωB97M-V functional and the def2-TZVPD basis

XYZ file:
```
67
C21H22F10N4O6S3Ta, DFT the ωB97M-V functional and the def2-TZVPD basis
C -0.860 -2.946 -3.711
H 0.351 -1.651 4.273
Ta -0.473 -0.240 -0.462
F 1.625 1.035 -1.584
C -2.536 -1.729 1.184
O -0.299 1.775 -0.228
H -1.111 2.760 1.913
F 5.539 -2.653 -1.442
O -2.051 0.817 -1.780
H -1.346 0.755 3.435
F -1.567 4.796 0.451
O 0.843 -2.051 -2.293
C -0.573 -1.151 3.983
H 0.707 -2.006 1.905
C -2.255 -4.429 1.365
C -0.366 0.316 3.623
S -2.523 -0.011 0.957
C 3.498 -1.863 -0.644
H 2.447 -2.015 1.653
C -1.265 -3.624 0.841
H 0.068 0.815 4.501
N -0.592 2.693 -2.555
F -2.392 4.512 -1.514
H -4.482 -1.959 2.048
O -0.227 0.312 -3.273
F -1.789 2.122 -5.305
N 0.484 0.614 2.454
C -0.331 2.997 2.635
C 1.553 -1.410 1.577
H -1.047 -1.708 3.179
C -3.431 -3.836 1.816
C 4.591 -1.721 -1.484
H -0.765 2.956 3.631
C -3.584 -2.466 1.722
H -2.107 -5.498 1.425
F -3.308 2.437 -3.789
H 1.541 2.216 3.328
O -1.220 -1.634 -1.711
C 3.684 0.248 -2.400
S -1.200 1.283 -2.875
H -4.220 -4.450 2.231
H 1.386 2.274 1.570
H 2.012 -0.466 3.464
H -1.327 -3.876 -3.384
C 2.468 -0.916 -0.612
H -0.329 -4.030 0.475
O 0.829 3.866 -0.846
H -0.035 -3.167 -4.379
H 0.012 4.016 2.458
C 1.712 -0.177 2.452
H 2.517 0.428 2.030
C -2.391 1.608 -4.258
F 3.702 1.275 -3.246
F -2.682 2.995 0.002
C 4.712 -0.672 -2.372
C 2.624 0.111 -1.536
H -1.617 -2.353 -4.224
C -1.840 3.909 -0.480
F -2.932 0.440 -4.565
C 0.849 2.047 2.491
F 3.437 -2.986 0.084
S -0.282 3.025 -1.062
H -1.237 -1.182 4.847
H 5.568 -0.585 -3.025
N 1.316 -0.951 0.196
C -0.344 -2.192 -2.529
N -1.400 -2.300 0.771
```

Summary:
LUMO level	-4.59	eV
relative energy (zero: lowest compared OMol25 entry of this formula, charge and spin)	0.00	kcal per mole
total charge	+1

# 4
C21H22F2N2O5 | the ωB97M-V functional and the def2-TZVPD basis

XYZ file:
```
52
C21H22F2N2O5, DFT the ωB97M-V functional and the def2-TZVPD basis
C -2.158 -3.721 0.501
H 2.575 3.820 1.595
C 1.876 -2.615 -0.421
H -0.243 4.100 -1.770
C 0.082 -3.248 1.213
F -2.335 -0.139 0.916
O 2.405 2.061 -1.172
H -3.171 -4.015 0.732
H 4.955 3.495 1.493
C -4.879 -1.372 -1.331
C -4.160 -1.153 -0.168
H 0.818 -3.160 1.999
H 0.963 1.922 1.738
C 2.982 2.634 3.332
H 3.286 1.624 3.599
C 1.789 -0.437 0.419
C -0.497 -3.084 -1.107
H 3.255 0.244 1.653
C -0.084 3.023 -1.679
C -1.220 -3.608 1.512
C -1.422 2.309 -1.916
O -2.329 2.838 -2.511
H 1.944 -2.247 -1.450
H 4.816 1.744 1.551
H -0.678 0.741 -0.808
H -4.465 -1.578 0.775
H 4.270 2.623 0.120
C 0.453 -2.989 -0.100
H -0.220 -2.864 -2.128
C -2.584 0.241 -1.393
C 1.630 2.207 -0.266
N -1.457 1.066 -1.379
H -4.988 -0.991 -3.446
O 0.812 -0.200 -0.258
C -1.796 -3.453 -0.808
H 0.646 2.696 -2.430
C -3.318 -0.030 -2.548
H -2.529 -3.525 -1.598
H -1.500 -3.805 2.536
N 2.367 0.465 1.235
H 2.543 -3.473 -0.294
H 3.695 3.331 3.766
C 2.939 2.810 1.815
F -2.890 0.444 -3.728
H 2.006 2.824 3.771
C 1.916 1.841 1.196
C -4.455 -0.818 -2.525
C -3.032 -0.360 -0.217
O 0.414 2.737 -0.376
C 4.330 2.654 1.204
O 2.410 -1.625 0.463
H -5.768 -1.982 -1.306
```

Summary:
LUMO level	0.61	eV
relative energy (zero: lowest compared OMol25 entry of this formula, charge and spin)	0.00	kcal per mole
SMILES	CC(C)[C@H](NC(=O)OCc1ccccc1)C(=O)OCC(=O)Nc1c(F)cccc1F
total charge	0

# 5
C21H22N10PtS3 | the ωB97M-V functional and the def2-TZVPD basis

XYZ file:
```
57
C21H22N10PtS3, DFT the ωB97M-V functional and the def2-TZVPD basis
C 0.234 -1.078 -3.709
N -0.358 -1.070 -2.534
N -2.362 -0.957 -0.537
C -4.649 -0.997 0.046
H -2.257 5.071 1.270
H -1.019 -5.913 -0.868
C -1.449 5.155 0.544
N -5.010 -1.005 -1.221
N 0.932 3.841 -0.506
H -0.600 -0.997 -5.673
H 2.545 2.716 -1.300
C 3.303 -3.346 5.217
H -3.413 4.125 -0.651
H 1.894 2.147 0.247
S 2.497 -0.839 -0.114
H -0.230 -6.000 0.724
Pt 0.019 -0.719 -0.227
C -2.728 -0.991 -1.818
C -1.690 -1.008 -2.828
H -0.525 5.326 1.086
H 0.264 5.662 -1.310
C -4.092 -1.011 -2.156
N -1.394 3.922 -0.217
H -2.970 -0.952 1.425
C 1.874 -2.092 3.690
H 1.511 5.824 -0.048
H -5.432 -1.009 0.790
C -0.274 3.270 -0.507
C -0.124 -4.176 -0.213
C 2.660 -1.544 1.452
H -4.406 -1.026 -3.191
C 3.882 -2.158 1.749
N 3.484 -3.874 6.215
C 4.101 -2.743 2.985
N -0.704 -1.024 -4.667
H 0.757 -5.954 -0.757
C -3.298 -0.969 0.396
S -0.409 1.623 -1.082
C 1.642 -1.494 2.446
H -2.672 2.661 -1.309
C -0.156 -5.590 -0.284
H -1.664 6.010 -0.099
C 2.124 3.036 -0.343
H 2.873 3.625 0.187
H -3.024 2.777 0.430
N -1.910 -0.979 -4.125
S 0.146 -0.662 2.234
H 4.656 -2.171 0.996
C 5.331 -3.383 3.279
H 1.291 -1.126 -3.892
C 1.163 5.223 -0.892
C -2.693 3.333 -0.452
H 1.100 -2.063 4.444
H 1.936 5.250 -1.663
C 3.077 -2.719 3.966
N 6.310 -3.923 3.517
N -0.098 -3.031 -0.141
```

Summary:
LUMO level (alpha / beta)	-8.66 / -8.66	eV
relative energy (zero: lowest compared OMol25 entry of this formula, charge and spin)	61.80	kcal per mole
total charge	+2

# 6
C21H22N2O4S | the ωB97M-V functional and the def2-TZVPD basis

XYZ file:
```
50
C21H22N2O4S, DFT the ωB97M-V functional and the def2-TZVPD basis
H 5.076 -1.217 1.092
C -0.910 2.742 -0.622
C -1.603 -1.934 -0.293
C 4.937 -0.334 0.504
H -3.854 0.357 -1.961
O -1.823 -0.270 -2.805
H -3.887 1.604 2.804
H -5.817 0.383 1.841
H 7.820 1.542 0.141
O 4.076 1.267 -0.749
C 7.348 0.653 0.548
H -1.481 3.676 -0.674
N -1.711 1.682 -1.187
H 0.468 -2.774 1.215
C -3.900 1.312 1.766
C -2.784 1.287 -0.375
S -0.880 0.601 -2.174
C 0.750 -1.942 0.589
H -0.927 -3.998 -0.424
H 7.446 0.654 1.632
C 2.044 -1.471 0.650
O -1.773 2.307 1.594
H -1.216 -3.216 -1.985
H -0.010 1.496 0.901
N 5.380 1.571 -0.574
C 1.500 0.169 -1.009
H -2.226 -1.282 -0.905
H 2.751 -1.929 1.323
C 3.793 0.119 -0.104
C -3.875 0.612 -0.914
H -1.727 -2.772 1.714
C -2.220 -2.017 1.106
O -0.046 1.408 -3.011
C -4.970 0.632 1.220
H -0.008 2.840 -1.223
H 1.778 0.980 -1.662
H -2.580 -3.726 -0.989
C 0.205 -0.310 -1.050
H -2.151 -1.059 1.615
H 7.850 -0.232 0.161
H -3.271 -2.279 1.024
H -5.789 -0.255 -0.550
C -0.208 -1.372 -0.252
C 2.441 -0.401 -0.153
C -2.797 1.634 0.982
C -4.953 0.274 -0.119
H -0.017 3.235 1.304
C -1.576 -3.311 -0.963
C -0.588 2.429 0.840
C 5.916 0.633 0.165
```

Summary:
LUMO level	0.06	eV
relative energy (zero: lowest compared OMol25 entry of this formula, charge and spin)	70.54	kcal per mole
SMILES	Cc1cc(-c2ccc(C(C)C)c(S(=O)(=O)N3CCOc4ccccc43)c2)on1
total charge	0

# 7
C21H22N7O4Ru | the ωB97M-V functional and the def2-TZVPD basis

XYZ file:
```
55
C21H22N7O4Ru, DFT the ωB97M-V functional and the def2-TZVPD basis
H -1.563 -2.508 -0.797
H -1.872 -4.073 3.515
N 0.643 1.800 1.928
C 1.686 -4.435 -2.585
H 4.317 0.873 0.792
H -3.502 -4.157 1.844
C 5.465 2.104 2.115
H -4.028 1.461 2.783
C -2.734 0.126 -0.091
Ru 0.211 -0.035 -0.222
C 5.399 3.042 3.147
C 1.353 -2.207 -2.184
C -2.739 0.823 1.169
O -1.614 -0.070 -0.799
N 1.617 -5.573 -2.388
C -4.007 0.950 1.828
C 4.185 3.469 3.638
H -3.464 -2.511 2.515
H 6.312 3.442 3.570
H -6.103 0.600 1.796
O -0.011 -1.651 1.399
H -0.111 -0.287 3.400
N 1.801 -3.153 -2.875
O 1.849 3.454 3.620
C 1.847 1.452 1.477
H 0.649 -1.592 4.320
N -1.136 -2.111 3.314
C -5.162 0.470 1.278
C -1.567 -3.236 4.133
C -0.308 -1.151 4.025
H -3.872 -0.863 -1.580
N 0.963 -1.255 -1.616
H -6.043 -0.556 -0.409
C -3.921 -0.359 -0.623
C -3.248 -3.115 1.638
C -0.967 -2.223 1.965
H -2.175 -4.131 -0.422
N -0.323 1.251 1.197
C 3.047 2.024 2.068
C 2.994 2.972 3.108
H 6.421 1.771 1.735
H -0.838 -0.828 4.922
H -0.477 -3.742 -0.128
C -1.491 -3.347 -0.102
H -3.875 -2.756 0.822
H -0.734 -3.564 4.760
N -1.850 -2.968 1.260
C -1.622 1.370 1.761
O 1.954 0.587 0.516
C 4.297 1.605 1.588
H 4.120 4.199 4.433
C -5.129 -0.186 0.036
H 1.099 3.063 3.129
H -1.658 1.860 2.723
H -2.397 -2.952 4.782
```

Summary:
2S+1	6
LUMO level (alpha / beta)	0.25 / -2.82	eV
relative energy (zero: lowest compared OMol25 entry of this formula, charge and spin)	0.00	kcal per mole
total charge	0

# 8
C21H22O8 | the ωB97M-V functional and the def2-TZVPD basis

XYZ file:
```
51
C21H22O8, DFT the ωB97M-V functional and the def2-TZVPD basis
H 0.798 -1.803 -1.743
H 0.187 -2.449 -3.297
C -1.947 1.594 -0.321
H 2.296 0.808 2.343
C -1.668 1.339 1.067
C 0.398 -3.494 2.122
C 1.110 -2.207 1.918
C 0.016 -0.086 -4.404
H 3.063 -0.278 -3.164
H 0.231 -3.976 1.162
H -0.554 -3.315 2.617
H 0.686 -1.817 4.702
C -1.572 2.756 3.058
H -1.286 -0.759 1.358
C -1.142 0.375 3.175
H -1.770 4.549 -1.723
O 3.175 -1.114 -1.294
O 3.507 0.903 -0.339
O -2.095 3.548 0.788
H -3.485 4.285 -1.424
H 0.988 -4.164 2.748
H -1.003 0.289 -4.274
C 1.239 -1.117 2.748
C 3.817 -0.678 -2.484
O -2.364 0.884 -2.543
H 0.009 -0.942 -5.089
C -1.357 0.212 1.818
C -1.244 1.630 3.785
H 4.551 0.096 -2.252
C 3.049 -0.214 -0.312
H -1.071 1.702 4.848
H -2.592 3.157 -2.469
O -1.455 -0.548 -1.063
C 0.128 -1.610 -2.585
C -1.775 2.592 1.698
H -1.590 -2.490 -1.619
C 0.585 -0.925 4.079
H 4.298 -1.551 -2.920
C 2.298 -0.754 0.820
O 0.608 -0.431 -3.170
C -1.950 0.645 -1.430
O -0.820 -0.728 3.950
C -2.198 2.942 -0.413
H 0.633 0.708 -4.822
C 2.000 -0.171 2.027
C -1.321 -1.534 -2.075
C -2.532 3.783 -1.585
H 1.042 -0.068 4.592
O 1.753 -1.993 0.762
H -1.663 3.725 3.521
H -2.011 -1.305 -2.893
```

Summary:
LUMO level	0.74	eV
relative energy (zero: lowest compared OMol25 entry of this formula, charge and spin)	19.29	kcal per mole
SMILES	COCCOC(=O)c1c(C)oc2ccc(OCc3cc(C(=O)OC)oc3C)cc12
total charge	0

# 9
C21H23BeGeN2O4Se | the ωB97M-V functional and the def2-TZVPD basis

XYZ file:
```
53
C21H23BeGeN2O4Se, DFT the ωB97M-V functional and the def2-TZVPD basis
H -0.603 -4.897 1.935
Se -0.485 -1.872 -1.094
H -2.043 1.353 3.994
N -0.136 9.648 -1.449
H 2.057 -6.108 0.544
H 1.523 4.592 0.370
C 1.475 -6.314 -0.356
C 0.067 1.149 4.116
H -1.786 -5.871 1.052
C -1.148 1.072 3.458
H -1.361 4.296 -2.774
C -1.204 0.661 2.132
H -3.559 0.989 2.902
O -2.472 0.278 0.179
C 0.864 5.073 -0.339
C 1.087 0.439 2.114
O 1.950 -0.190 0.044
H 1.427 7.065 0.231
C 2.209 0.111 1.203
H -0.759 -0.996 -3.403
Be 0.273 0.087 -0.287
H -1.721 -4.476 -2.324
C 0.072 4.282 -1.181
C -1.015 -5.296 -2.182
C -0.758 4.903 -2.114
N -0.085 0.342 1.472
C -0.809 6.283 -2.195
H 1.674 -3.138 -1.322
H 4.074 -0.020 1.017
C 0.849 -3.218 -0.615
H 1.081 -7.330 -0.285
C -0.030 7.062 -1.344
H -1.837 -4.110 0.924
H -1.453 6.768 -2.918
H -0.299 -2.718 -3.436
H 1.225 -2.954 0.375
C 0.140 1.638 -0.979
H -0.366 -5.369 -3.057
C -2.494 0.575 1.331
O 3.411 0.172 1.701
C 1.222 0.826 3.430
C 0.814 6.452 -0.417
O -3.649 0.767 1.971
H 0.111 1.464 5.151
H 0.940 -1.463 -3.137
C -0.092 8.499 -1.410
H 2.137 -6.262 -1.221
Ge 0.018 -5.031 -0.546
C -0.096 -1.751 -2.989
H -1.587 -6.223 -2.109
C -1.170 -4.971 1.005
H 2.201 0.880 3.887
C 0.119 2.851 -1.053
```

Summary:
LUMO level	-4.64	eV
total charge	+1